57
Properties=species:S:1:pos:R:3:forces:R:3 method="wB97M-V/def2-TZVPD" e_above_lowest_kcal_mol=7.1 multiplicity=3 homo_ev="-10.4 / -10.5" total_energy_ha=-2517.26253 total_charge=+1 fmax_ha_per_bohr=0.0247
Mo -0.586571 -0.366197 -1.250255 -1.235 -0.293 0.055
O 2.024907 -3.236457 5.439339 -0.048 0.068 -0.126
C 2.026274 -3.595180 4.142508 0.068 0.039 0.169
O 2.083489 -4.748927 3.833226 -0.001 -0.041 -0.058
C 1.940432 -2.505493 3.106702 -0.056 -0.009 0.035
C 1.441804 -1.234713 3.362943 0.012 0.030 0.006
C 1.235303 -0.338446 2.322880 -0.005 0.049 0.082
C 1.543403 -0.729553 1.034730 -0.356 0.087 -0.288
C 2.111586 -1.965392 0.770877 0.078 -0.065 -0.061
C 2.305354 -2.854659 1.809379 0.020 0.008 -0.014
N 1.129042 0.088856 -0.093388 0.643 0.013 0.720
C 1.792411 1.152958 -0.343701 -0.031 0.179 -0.334
C 1.422719 1.891148 -1.551428 -0.010 -0.328 0.350
C 2.084247 3.014508 -1.984273 0.102 0.167 -0.091
C 1.714343 3.568702 -3.204323 0.075 0.035 0.064
C 0.733397 2.942132 -3.945603 -0.092 -0.069 -0.043
C 0.101983 1.814985 -3.434884 0.093 0.059 0.035
N 0.410581 1.315348 -2.237290 0.201 0.136 -0.067
H 2.014124 -2.277697 5.543899 0.055 -0.039 0.020
H 1.142226 -0.930630 4.358895 -0.017 -0.025 -0.013
H 0.786164 0.628511 2.509341 -0.043 -0.043 -0.006
H 2.375030 -2.235021 -0.244734 -0.040 -0.015 0.001
H 2.711150 -3.840890 1.629661 -0.012 0.002 0.009
H 2.629654 1.452476 0.281058 0.009 0.058 -0.055
H 2.870509 3.443268 -1.377437 -0.005 0.004 -0.031
H 2.200891 4.461344 -3.573711 -0.009 -0.010 0.014
H 0.433210 3.319945 -4.912656 0.007 -0.018 0.004
H -0.680899 1.310690 -3.981029 -0.040 0.019 0.002
F -3.722496 -2.576755 2.556231 -0.027 0.031 -0.015
C -2.536702 -3.161081 2.752495 0.008 -0.038 -0.055
F -1.837848 -2.383026 3.598674 0.025 0.034 0.044
F -2.749980 -4.330408 3.362221 -0.001 0.005 0.006
C -1.782353 -3.345846 1.460018 -0.021 0.082 0.047
C -1.407904 -4.596515 1.024832 0.059 -0.108 -0.054
C -0.674497 -4.742289 -0.155780 -0.032 -0.081 0.131
C -0.322382 -3.615305 -0.847424 0.109 0.199 0.041
N -0.675401 -2.392106 -0.414638 -0.046 -0.009 -0.086
C -1.419244 -2.232600 0.692451 0.358 -0.011 0.164
S -1.800802 -0.554582 0.928703 0.029 -0.080 -0.316
H -1.681198 -5.466250 1.606648 0.011 -0.002 0.005
H -0.375563 -5.715580 -0.514853 -0.012 -0.003 0.023
H 0.270643 -3.660960 -1.751259 -0.044 0.033 -0.039
O -0.010365 -1.340700 -3.009732 -0.062 -0.290 -0.224
N -1.149098 -1.870676 -3.289780 0.338 0.126 -0.189
O -2.007908 -1.443931 -2.505140 -0.183 0.000 -0.023
Te -2.689073 1.333034 -1.669774 0.060 0.053 0.185
C -1.920912 3.263157 -1.337749 0.027 0.043 -0.057
C -1.034836 3.531655 -0.299216 -0.028 0.078 0.090
C -0.576280 4.826249 -0.086135 0.008 -0.051 -0.004
C -1.011280 5.862469 -0.899828 -0.022 -0.011 -0.015
C -1.908464 5.600290 -1.926691 -0.008 -0.024 -0.016
C -2.360667 4.305990 -2.150117 0.098 0.069 -0.026
H -0.733127 2.735907 0.374014 0.013 -0.016 -0.003
H 0.107488 5.029337 0.729446 -0.025 -0.008 0.004
H -0.670541 6.873904 -0.721285 0.010 -0.013 -0.014
H -2.260200 6.406106 -2.558015 -0.008 -0.006 0.010
H -3.055778 4.114894 -2.959044 0.003 -0.002 0.009